Entry 1:
Entry from OMol25: a molecular structure, C23H28N4O6 (ωB97M-V with the def2-TZVPD basis set).

XYZ file:
```
61
Properties=species:S:1:pos:R:3
C 4.16 -4.32 -1.99
C 3.35 -2.95 -2.06
C 1.95 -2.67 -2.05
C 2.07 -1.29 -2.11
N 3.31 -0.84 -2.25
O 4.26 -1.96 -2.05
N 1.26 -0.44 -2.06
C -0.35 -0.88 -1.89
O -0.68 -2.05 -1.78
C -1.20 0.42 -1.79
H -1.54 0.49 -2.63
H -0.75 1.08 -1.35
C -2.46 0.11 -1.15
C -2.55 0.87 0.42
O -3.45 1.69 0.40
N -1.39 0.68 1.29
C -0.46 -0.23 1.09
C -0.86 -1.65 1.28
C -0.17 -2.66 1.26
C 1.41 -2.38 1.21
C 1.69 -1.10 0.98
C 0.90 -0.12 1.24
H 1.08 0.97 1.17
H 2.91 -0.83 1.11
O 2.05 -3.48 1.03
C 1.79 -4.55 1.47
C 0.59 -4.83 0.68
H 0.45 -4.89 -0.17
O -0.33 -4.00 1.31
H 0.18 -5.83 1.13
H 1.66 -4.70 2.60
H 2.55 -5.38 1.02
H -2.02 -1.92 1.43
C -1.35 1.67 2.23
H -0.70 1.21 3.05
H -2.51 1.79 2.94
C -0.93 2.92 1.72
O 0.57 3.25 2.08
N -1.70 3.76 1.34
H -2.58 3.30 1.29
C -1.24 5.16 0.66
H -0.14 5.18 1.10
C -1.39 4.76 -0.94
C -2.85 5.09 -1.27
H -3.21 5.12 -2.24
H -3.60 4.36 -0.89
C -3.22 6.41 -0.33
H -4.28 6.52 -0.09
H -3.14 7.15 -0.82
C -2.30 5.99 1.01
H -1.92 7.03 1.19
H -3.01 5.81 1.82
H -1.35 3.93 -1.23
H -0.80 5.68 -1.42
H -3.31 0.46 -1.47
H -2.41 -0.96 -0.51
H 1.31 0.49 -2.15
H 1.31 -3.45 -2.15
H 4.45 -4.59 -0.96
H 3.58 -4.96 -2.15
H 4.93 -4.30 -2.83
```

The charge is 0. The value obtained for the frontier orbital gap is 0.310 Eh. As for the HOMO energy: -8.04 eV.

These are the Löwdin partial charges, in e, on atoms 1 to 6: number 1, C, carries 0.04; number 2, C, carries -0.24; number 3, C, carries 0.07; number 4, C, carries -0.58; number 5, N, carries 0.13; number 6, O, carries 0.01

=====

Entry 2:
Entry from OMol25: 3 unconnected molecules or ions with the total composition C11H26F5O4P (ωB97M-V with the def2-TZVPD basis set).

XYZ file:
```
47
Properties=species:S:1:pos:R:3
C 3.51 0.93 -0.60
P 4.79 0.30 0.68
C 6.02 -0.11 2.09
F 7.27 0.70 1.82
F 6.41 -1.53 2.17
C 5.34 0.42 3.52
F 4.47 -0.70 3.98
F 6.39 0.78 4.55
F 4.58 1.70 3.30
H 3.03 1.94 -0.19
H 2.65 0.17 -0.86
H 4.11 1.25 -1.57
H 5.46 1.58 0.55
H 3.68 0.03 1.58
H 5.24 -0.79 -0.15
C 0.13 -2.00 1.53
O 0.72 -1.92 0.23
C 0.84 -3.21 -0.38
C -0.26 -3.43 -1.43
O -1.55 -3.52 -0.82
C -2.30 -2.31 -0.96
H -0.12 -0.98 1.85
H -0.78 -2.60 1.53
H 0.86 -2.41 2.24
H 0.83 -4.01 0.37
H 1.81 -3.24 -0.88
H -0.08 -4.39 -1.93
H -0.24 -2.65 -2.19
H -2.65 -2.22 -1.99
H -1.71 -1.44 -0.68
H -3.17 -2.37 -0.29
C -5.65 3.21 -1.82
O -4.84 3.46 -0.67
C -4.76 2.32 0.19
C -3.42 1.60 0.02
O -3.32 0.99 -1.27
C -2.50 1.74 -2.15
H -5.50 4.03 -2.53
H -5.37 2.27 -2.31
H -6.70 3.19 -1.53
H -5.60 1.64 0.02
H -4.83 2.70 1.22
H -3.37 0.79 0.76
H -2.58 2.27 0.21
H -1.45 1.63 -1.87
H -2.76 2.80 -2.15
H -2.63 1.35 -3.17
```

The charge is 0. The value obtained for the frontier orbital gap is 0.365 Eh. As for the HOMO energy: -9.37 eV. The SMILES is C[PH3]C(F)(F)C(F)(F)F.COCCOC.COCCOC.

These are the Löwdin partial charges, in e, on atoms 1 to 6: number 1, C, carries -0.38; number 2, P, carries 0.78; number 3, C, carries -0.38; number 4, F, carries -0.08; number 5, F, carries -0.04; number 6, C, carries -0.18

=====

Entry 3:
Entry from OMol25: C5H6O in the gas phase (ωB97M-V with the def2-TZVPD basis set).

XYZ file:
```
12
Properties=species:S:1:pos:R:3
C -1.92 0.41 -0.16
C -0.97 -0.71 -0.48
C 0.40 -0.55 -0.39
C 1.46 0.19 -0.41
C 2.59 0.48 0.41
O 2.70 1.46 1.12
H -2.02 0.50 0.93
H -1.51 1.35 -0.54
H -2.92 0.20 -0.55
H -1.40 -1.70 -0.64
H 0.16 -1.38 0.41
H 3.42 -0.25 0.30
```

The charge is 0. The value obtained for the frontier orbital gap (alpha / beta) is 0.281 / 0.281 Eh. As for the HOMO energy (alpha / beta): -8.35 / -8.35 eV.

These are the Löwdin partial charges, in e, on atoms 1 to 6: number 1, C, carries -0.07; number 2, C, carries -0.12; number 3, C, carries -0.20; number 4, C, carries 0.07; number 5, C, carries -0.35; number 6, O, carries -0.01

=====

Max |F| in eV Å⁻¹, matching the order above: 18.6 5.3 0.4